Entry from OMol25: a molecular structure, C11H21AlCl4O4P2 at a distorted geometry (the ωB97M-V functional and the def2-TZVPD basis).

The value obtained for the calculated total energy is -3498.07197 Eh. The net charge is +2. The LUMO energy (alpha / beta) is -0.40652 / -0.40636 Eh. Its energy above the lowest of the compared OMol25 structures with the same formula, charge and spin is 41.88 kcal per mole. For the gap between HOMO and LUMO (alpha / beta), the calculation gives 4.88 / 4.89 eV.

XYZ file:
```
43
C11H21AlCl4O4P2 the ωB97M-V functional and the def2-TZVPD basis
O -0.479 1.500 1.136
Al 0.494 -0.025 0.488
C -1.938 -0.973 2.672
C -0.656 -3.272 1.602
H 3.704 1.538 -2.288
H -0.263 2.171 -2.599
O -1.535 -0.170 -2.204
H 2.648 3.390 -1.045
P 1.546 1.252 -1.264
H -3.306 -1.109 -0.039
H -3.383 -2.671 0.853
C -1.583 1.932 0.633
H -2.523 -2.561 -0.715
C -2.229 3.162 1.378
C 1.210 -2.032 -1.179
Cl 1.730 0.118 2.259
H 1.348 2.629 -3.250
Cl -1.744 4.579 0.408
C 1.913 2.838 -0.440
Cl -1.590 3.300 3.022
H 3.121 -1.776 -0.299
P -1.235 -1.625 1.114
C 0.760 1.814 -2.806
H -1.510 -3.866 1.938
O -2.149 1.464 -0.382
H 0.689 0.983 -3.520
H -2.648 -0.156 2.472
H -1.130 -0.590 3.306
H 3.750 0.308 -0.988
C 2.319 -2.521 -0.383
H 3.066 -0.106 -2.587
H -0.189 -3.783 0.750
H -2.469 -1.794 3.181
O 0.744 -2.308 -2.228
H 2.012 -2.701 0.662
C 3.176 0.691 -1.837
Cl -3.987 2.905 1.389
H 0.082 -3.176 2.404
H 0.998 3.436 -0.330
C -2.756 -2.031 0.216
C -1.026 0.033 -1.176
H 2.704 -3.428 -0.874
H 2.316 2.631 0.553
```